Molecular formula: C46H132N10O18
Method: DFT, ωB97M-V/def2-TZVPD

HOMO: -8.503 eV

Last columns: bonded neighbours and bond lengths (Å).
Atoms and positions in Å:
1 C -3.685 -5.712 2.146  C2 1.540, H7 1.101, H8 1.136, H9 1.095
2 C -2.344 -5.536 2.882  C1 1.540, C3 1.499, N6 1.428, H10 1.126
3 C -1.631 -6.852 2.789  C2 1.499, O4 1.402, H11 1.079, H12 1.100
4 O -0.337 -6.780 3.326  C3 1.402, C5 1.448
5 C -0.308 -6.579 4.759  O4 1.448, H13 1.071, H14 1.084, H15 1.077
6 N -1.428 -4.595 2.320  C2 1.428, H16 0.980, H17 1.020
7 H -4.183 -6.641 2.463  C1 1.101
8 H -3.591 -5.712 1.014  C1 1.136
9 H -4.339 -4.864 2.378  C1 1.095
10 H -2.582 -5.239 3.941  C2 1.126
11 H -1.501 -7.081 1.743  C3 1.079
12 H -2.182 -7.670 3.275  C3 1.100
13 H -0.566 -5.558 4.954  C5 1.071
14 H 0.697 -6.736 5.133  C5 1.084
15 H -1.024 -7.259 5.190  C5 1.077
16 H -0.536 -4.537 2.723  N6 0.980
17 H -1.761 -3.671 2.043  N6 1.020
18 C -3.282 2.793 -3.192  C19 1.589, H24 1.124, H25 1.082, H26 1.118
19 C -4.261 2.912 -1.946  C18 1.589, C20 1.575, N23 1.480, H27 1.089
20 C -3.530 3.148 -0.571  C19 1.575, O21 1.379, H28 1.128, H29 1.079
21 O -2.950 4.384 -0.766  C20 1.379, C22 1.438
22 C -2.492 4.989 0.456  O21 1.438, H30 1.110, H31 1.068, H32 1.115
23 N -5.350 3.881 -2.198  C19 1.480, H33 1.039, H34 1.048
24 H -2.401 2.129 -2.972  C18 1.124
25 H -2.902 3.717 -3.606  C18 1.082
26 H -3.862 2.353 -4.040  C18 1.118
27 H -4.780 1.964 -1.819  C19 1.089
28 H -2.848 2.274 -0.362  C20 1.128
29 H -4.206 3.199 0.268  C20 1.079
30 H -1.807 4.268 0.946  C22 1.110
31 H -3.406 5.098 0.997  C22 1.068
32 H -2.170 6.038 0.256  C22 1.115
33 H -6.128 3.357 -2.645  N23 1.039
34 H -5.238 4.785 -2.716  N23 1.048
35 C -5.523 -1.896 -1.195  C36 1.514, H41 1.071, H42 1.110, H43 1.129
36 C -4.674 -1.051 -0.270  C35 1.514, C37 1.536, N40 1.497, H44 1.084
37 C -5.499 -0.037 0.537  C36 1.536, O38 1.396, H45 1.063, H46 1.093
38 O -6.162 0.783 -0.378  C37 1.396, C39 1.388
39 C -6.821 1.812 0.279  O38 1.388, H47 1.069, H48 1.113, H49 1.129
40 N -3.865 -1.941 0.620  C36 1.497, H50 1.043, H51 1.005
41 H -6.194 -1.328 -1.807  C35 1.071
42 H -6.156 -2.458 -0.476  C35 1.110
43 H -4.919 -2.575 -1.864  C35 1.129
44 H -4.025 -0.470 -0.915  C36 1.084
45 H -4.835 0.500 1.170  C37 1.063
46 H -6.125 -0.589 1.242  C37 1.093
47 H -6.980 2.592 -0.435  C39 1.069
48 H -6.113 2.150 1.069  C39 1.113
49 H -7.771 1.372 0.701  C39 1.129
50 H -3.318 -1.332 1.266  N40 1.043
51 H -3.189 -2.368 0.010  N40 1.005
52 C -3.136 -2.392 4.855  C53 1.501, H58 1.103, H59 1.104, H60 1.099
53 C -3.387 -1.067 5.513  C52 1.501, C54 1.511, N57 1.423, H61 1.139
54 C -4.107 -0.164 4.539  C53 1.511, O55 1.487, H62 1.129, H63 1.116
55 O -3.310 -0.027 3.291  C54 1.487, C56 1.375
56 C -2.971 1.261 2.951  O55 1.375, H64 1.133, H65 1.053, H66 1.090
57 N -4.085 -1.138 6.750  C53 1.423, H67 0.982, H68 1.011
58 H -2.655 -3.043 5.604  C52 1.103
59 H -2.475 -2.356 3.972  C52 1.104
60 H -4.113 -2.866 4.681  C52 1.099
61 H -2.360 -0.573 5.532  C53 1.139
62 H -4.135 0.836 5.062  C54 1.129
63 H -5.102 -0.591 4.269  C54 1.116
64 H -3.766 2.048 3.132  C56 1.133
65 H -2.711 1.243 1.932  C56 1.053
66 H -2.097 1.681 3.448  C56 1.090
67 H -4.076 -0.315 7.287  N57 0.982
68 H -3.699 -1.890 7.305  N57 1.011
69 C 2.257 4.500 -5.022  C70 1.509, H75 1.116, H76 1.082, H77 1.112
70 C 2.072 3.005 -5.091  C69 1.509, C71 1.536, N74 1.445, H78 1.130
71 C 3.286 2.248 -4.532  C70 1.536, O72 1.396, H79 1.083, H80 1.062
72 O 3.113 0.885 -4.283  C71 1.396, C73 1.502
73 C 3.352 0.045 -5.505  O72 1.502, H81 1.037, H82 1.050, H83 1.045
74 N 0.898 2.626 -4.339  C70 1.445, H84 0.994, H85 1.001
75 H 3.159 4.790 -5.613  C69 1.116
76 H 2.285 4.936 -4.032  C69 1.082
77 H 1.481 5.134 -5.504  C69 1.112
78 H 1.919 2.697 -6.167  C70 1.130
79 H 3.644 2.772 -3.654  C71 1.083
80 H 4.158 2.442 -5.107  C71 1.062
81 H 3.096 -0.907 -5.184  C73 1.037
82 H 4.347 0.093 -5.838  C73 1.050
83 H 2.680 0.360 -6.240  C73 1.045
84 H 0.731 3.392 -3.728  N74 0.994
85 H 1.036 1.748 -3.878  N74 1.001
86 C 4.443 1.954 6.002  C87 1.528, H92 1.096, H93 1.122, H94 1.125
87 C 3.019 2.505 6.028  C86 1.528, C88 1.542, N91 1.441, H95 1.034
88 C 2.451 1.665 7.189  C87 1.542, O89 1.424, H96 1.101, H97 1.044
89 O 1.033 1.733 7.300  C88 1.424, C90 1.417
90 C 0.420 1.101 6.189  O89 1.417, H98 1.109, H99 1.149, H100 1.104
91 N 3.038 3.938 6.167  C87 1.441, H101 1.046, H102 0.987
92 H 4.390 1.038 5.402  C86 1.096
93 H 4.897 1.775 7.013  C86 1.122
94 H 5.107 2.727 5.526  C86 1.125
95 H 2.532 2.277 5.144  C87 1.034
96 H 2.804 1.972 8.186  C88 1.101
97 H 2.674 0.656 7.040  C88 1.044
98 H -0.661 1.089 6.432  C90 1.109
99 H 0.770 0.008 6.147  C90 1.149
100 H 0.652 1.517 5.193  C90 1.104
101 H 3.636 4.236 6.971  N91 1.046
102 H 2.149 4.363 6.232  N91 0.987
103 C -2.136 3.258 -7.224  C104 1.520, H109 1.079, H110 1.091, H111 1.101
104 C -1.698 1.815 -7.414  C103 1.520, C105 1.510, N108 1.458, H112 1.107
105 C -0.477 1.766 -8.300  C104 1.510, O106 1.372, H113 1.090, H114 1.133
106 O -0.724 2.283 -9.547  C105 1.372, C107 1.417
107 C 0.278 1.875 -10.463  O106 1.417, H115 1.094, H116 1.085, H117 1.097
108 N -1.360 1.208 -6.131  C104 1.458, H118 1.048, H119 1.001
109 H -2.602 3.559 -8.150  C103 1.079
110 H -1.274 3.874 -6.961  C103 1.091
111 H -2.838 3.381 -6.385  C103 1.101
112 H -2.491 1.166 -7.833  C104 1.107
113 H -0.162 0.724 -8.375  C105 1.090
114 H 0.398 2.347 -7.876  C105 1.133
115 H 0.051 2.194 -11.485  C107 1.094
116 H 0.368 0.800 -10.588  C107 1.085
117 H 1.247 2.303 -10.181  C107 1.097
118 H -0.716 1.888 -5.660  N108 1.048
119 H -2.144 1.111 -5.516  N108 1.001
120 C -0.283 1.351 0.074  C121 1.517, H126 1.073, H127 1.088, H128 1.075
121 C 1.033 0.799 0.589  C120 1.517, C122 1.541, N125 1.452, H129 1.097
122 C 0.749 -0.642 1.058  C121 1.541, O123 1.361, H130 1.102, H131 1.113
123 O -0.178 -0.805 2.041  C122 1.361, C124 1.433
124 C 0.273 -0.545 3.376  O123 1.433, H132 1.113, H133 1.108, H134 1.105
125 N 2.069 0.868 -0.427  C121 1.452, H135 1.034, H136 0.976
126 H -0.204 2.370 -0.252  C120 1.073
127 H -0.949 1.158 0.912  C120 1.088
128 H -0.532 0.803 -0.816  C120 1.075
129 H 1.166 1.316 1.547  C121 1.097
130 H 1.743 -1.015 1.350  C122 1.102
131 H 0.434 -1.270 0.194  C122 1.113
132 H 0.885 0.378 3.488  C124 1.113
133 H 0.844 -1.421 3.743  C124 1.108
134 H -0.619 -0.272 3.968  C124 1.105
135 H 2.311 1.874 -0.421  N125 1.034
136 H 2.860 0.422 -0.071  N125 0.976
137 C 2.584 -4.980 3.265  C138 1.552, H143 1.103, H144 1.083, H145 1.075
138 C 2.817 -4.083 2.020  C137 1.552, C139 1.486, N142 1.466, H146 1.155
139 C 3.657 -2.897 2.328  C138 1.486, O140 1.399, H147 1.141, H148 1.065
140 O 3.135 -2.183 3.412  C139 1.399, C141 1.392
141 C 3.979 -1.190 3.902  O140 1.392, H149 1.116, H150 1.086, H151 1.054
142 N 3.518 -4.855 0.989  C138 1.466, H152 0.998, H153 1.055
143 H 1.922 -5.785 2.902  C137 1.103
144 H 2.193 -4.390 4.085  C137 1.083
145 H 3.522 -5.430 3.533  C137 1.075
146 H 1.756 -3.684 1.797  C138 1.155
147 H 3.684 -2.187 1.435  C139 1.141
148 H 4.671 -3.178 2.493  C139 1.065
149 H 4.967 -1.582 4.243  C141 1.116
150 H 3.410 -0.787 4.735  C141 1.086
151 H 4.054 -0.442 3.164  C141 1.054
152 H 2.939 -5.661 0.885  N142 0.998
153 H 3.281 -4.316 0.114  N142 1.055
154 C 3.728 2.335 2.239  C155 1.527, H160 1.086, H161 1.145, H162 1.104
155 C 3.173 3.684 1.786  C154 1.527, C156 1.497, N159 1.480, H163 1.089
156 C 2.209 4.370 2.703  C155 1.497, O157 1.420, H164 1.106, H165 1.084
157 O 1.398 3.379 3.317  C156 1.420, C158 1.405
158 C 0.021 3.628 3.188  O157 1.405, H166 1.083, H167 1.109, H168 1.099
159 N 4.276 4.623 1.486  C155 1.480, H169 1.029, H170 0.998
160 H 4.114 2.483 3.243  C154 1.086
161 H 4.573 2.093 1.505  C154 1.145
162 H 2.922 1.580 2.241  C154 1.104
163 H 2.569 3.550 0.889  C155 1.089
164 H 1.648 5.197 2.229  C156 1.106
165 H 2.734 4.827 3.533  C156 1.084
166 H -0.332 4.575 3.578  C158 1.083
167 H -0.570 2.803 3.633  C158 1.109
168 H -0.219 3.595 2.116  C158 1.099
169 H 4.830 4.303 0.680  N159 1.029
170 H 4.829 4.610 2.316  N159 0.998
171 C 5.356 0.725 -2.003  C172 1.529, O174 1.426, H175 1.078, H176 1.096
172 C 6.350 0.015 -2.923  C171 1.529, O173 1.432, H177 1.107, H178 1.085
173 O 6.220 -1.411 -2.911  C172 1.432, H179 0.922
174 O 5.493 0.172 -0.695  C171 1.426, H180 0.964
175 H 4.337 0.629 -2.343  C171 1.078
176 H 5.691 1.768 -1.981  C171 1.096
177 H 7.328 0.324 -2.508  C172 1.107
178 H 6.199 0.236 -3.974  C172 1.085
179 H 6.762 -1.716 -2.230  O173 0.922
180 H 4.970 -0.636 -0.755  O174 0.964
181 C -1.303 -4.276 -1.335  C182 1.492, O184 1.439, H185 1.167, H186 1.113
182 C 0.177 -4.408 -1.200  C181 1.492, O183 1.446, H187 1.099, H188 1.098
183 O 0.795 -3.891 -2.401  C182 1.446, H189 0.962
184 O -1.799 -2.931 -1.209  C181 1.439, H190 0.967
185 H -1.763 -4.952 -0.502  C181 1.167
186 H -1.678 -4.647 -2.315  C181 1.113
187 H 0.454 -5.470 -1.148  C182 1.099
188 H 0.656 -3.840 -0.392  C182 1.098
189 H 0.100 -3.407 -2.856  O183 0.962
190 H -1.526 -2.495 -2.028  O184 0.967
191 C -1.103 -2.059 -4.788  C192 1.550, O194 1.434, H195 1.078, H196 1.080
192 C 0.257 -2.013 -5.531  C191 1.550, O193 1.429, H197 1.075, H198 1.106
193 O 0.724 -0.674 -5.710  C192 1.429, H199 0.963
194 O -0.991 -1.567 -3.446  C191 1.434, H200 0.951
195 H -1.580 -3.025 -4.761  C191 1.078
196 H -1.840 -1.499 -5.346  C191 1.080
197 H 0.138 -2.571 -6.442  C192 1.075
198 H 1.012 -2.623 -5.000  C192 1.106
199 H 0.000 -0.135 -6.045  O193 0.963
200 H -0.188 -1.076 -3.314  O194 0.951
201 O 3.246 -2.048 -1.430  H202 0.966, H203 0.966
202 H 3.878 -2.486 -2.015  O201 0.966
203 H 2.425 -2.334 -1.850  O201 0.966
204 O 1.102 -0.196 -2.775  H205 0.962, H206 0.994
205 H 1.736 0.032 -3.461  O204 0.962
206 H 1.452 0.159 -1.916  O204 0.994